[1]
A molecular structure, HN3O4S, computed with ωB97M-V/def2-TZVPD.

Orbital gap (spin up / spin down) in eV: 9.18 / 9.18
DFT total energy in a.u.: -863.74062
Total charge: 0
ΔE to the lowest compared entry with this formula, charge and spin in eV: 5.112

```
9
Properties=species:S:1:pos:R:3:forces:R:3
N -2.241 -0.144 -0.438 -0.88 -1.00 0.50
N -1.347 -0.453 0.322 3.07 0.76 -0.41
N 1.907 0.697 -0.181 0.62 -0.95 -1.23
O 2.836 1.045 0.509 -0.58 -0.01 0.07
O 1.490 1.206 -1.193 -0.21 0.30 0.83
O -0.821 -0.278 1.368 -1.93 0.07 0.95
O -0.043 -1.101 -0.636 0.09 -0.02 -0.85
S 1.304 -1.058 0.134 -0.52 0.50 0.25
H -3.085 0.086 0.114 0.34 0.36 -0.13
```
Forces are in eV/Å.


[2]
2 unconnected molecules or ions with the total composition C6H14N3O3, computed with ωB97M-V/def2-TZVPD.

Orbital gap in eV: 9.06
DFT total energy in a.u.: -626.72812
Total charge: +1
ΔE to the lowest compared entry with this formula, charge and spin in eV: 1.390

```
26
Properties=species:S:1:pos:R:3:forces:R:3
C 1.890 0.777 -0.989 -1.66 -0.58 1.53
C -0.376 0.795 2.134 -0.77 -0.59 -0.65
C -0.566 -0.243 3.152 -0.87 2.54 3.03
C -0.167 -1.956 -1.256 1.03 -1.06 -6.26
C -1.839 -0.335 -1.169 0.21 1.96 2.55
C 0.574 0.940 -0.051 1.06 2.82 -1.77
N 2.807 -0.100 -0.593 2.18 -1.72 1.92
N -0.152 2.021 -0.371 2.18 -0.39 -1.03
N -0.461 -0.577 -1.617 -1.27 0.14 1.05
O 1.849 1.401 -1.987 0.41 1.31 -1.73
O -0.934 1.819 2.011 -0.14 0.46 0.32
O 0.573 0.362 1.100 -0.66 -1.00 0.29
H -0.384 0.400 4.127 -0.56 -1.31 -1.53
H 0.207 -0.951 3.187 0.54 -1.41 -0.32
H -1.648 -0.567 3.230 1.45 0.11 -0.36
H 0.836 -2.209 -1.659 -0.21 0.22 0.90
H -0.282 -2.122 -0.272 -0.26 -0.53 3.47
H -0.788 -2.706 -1.876 0.34 1.07 1.18
H -1.796 0.026 -0.057 -0.03 -0.73 -1.49
H -2.382 0.521 -1.608 0.37 -0.75 -0.50
H -2.407 -1.242 -1.089 -0.58 -0.32 -0.57
H 2.819 -0.566 0.329 -0.87 0.74 -0.72
H 3.780 -0.213 -0.948 -1.50 0.78 -0.57
H -1.008 2.391 -0.069 -1.12 -0.37 1.54
H 0.212 2.685 -1.055 0.52 -1.10 -0.48
H -0.359 -0.352 -2.604 0.21 -0.29 0.22
```
Forces are in eV/Å.